Density functional theory data (the ωB97M-V functional and the def2-TZVPD basis) for 2 unconnected molecules or ions with the total composition C25H29N5O4S at a distorted geometry.

```
64
Properties=species:S:1:pos:R:3:forces:R:3:lowdin_charge:R:1
O 0.9330 -4.8075 7.1615 -0.22 0.36 0.17 0.07
C 0.6522 -3.8242 6.4985 1.66 -1.36 1.31 -0.43
N 1.2104 -2.5685 6.6288 -0.10 0.11 0.33 0.14
C 0.8899 -1.6873 5.4907 0.18 -0.45 -0.06 -0.20
C 2.1619 -1.3250 4.7635 0.43 0.62 -0.31 -0.19
C 2.6157 0.0033 4.7723 0.38 -0.59 -0.33 -0.03
C 3.8159 0.3485 4.1414 -0.44 -0.36 0.20 -0.02
C 4.5792 -0.6297 3.5018 -0.39 0.54 0.27 -0.32
O 5.7561 -0.3036 2.8928 0.04 -0.05 -0.11 0.05
C 4.1355 -1.9500 3.4857 -0.26 -0.22 0.14 0.00
C 2.9340 -2.3008 4.1094 0.29 0.74 0.01 0.00
C -0.0247 -2.5992 4.7283 -0.45 2.41 -2.11 -0.07
C -0.8097 -2.6516 3.5078 0.61 -0.58 1.51 -0.15
C -1.0202 -1.6012 2.5006 -0.29 0.17 -0.61 -0.16
C -0.6370 -0.2678 2.7265 -0.16 -0.12 -0.38 -0.02
C -0.8426 0.7105 1.7486 -0.12 -0.50 -0.09 -0.06
C -1.4388 0.3713 0.5324 0.04 -0.08 0.17 -0.08
C -1.8347 -0.9465 0.2965 0.24 0.05 0.59 -0.08
C -1.6267 -1.9239 1.2736 0.02 0.32 -0.17 -0.03
N -1.3410 -3.8695 3.4339 0.07 -0.68 0.45 0.11
N -0.9338 -4.5742 4.5433 0.44 0.84 0.26 0.08
C -0.1377 -3.7717 5.3182 -1.82 -1.56 -1.17 -0.16
H 2.1412 -2.5415 7.0301 -0.31 0.13 0.06 0.16
H 0.3505 -0.7922 5.8198 0.23 -0.01 0.07 0.15
H 2.0409 0.7749 5.2766 0.01 -0.10 -0.05 0.11
H 4.1495 1.3803 4.1585 0.04 -0.02 -0.03 0.11
H 5.8747 0.6586 2.8942 -0.11 -0.37 0.07 0.11
H 4.7309 -2.7034 2.9805 -0.04 0.10 0.04 0.12
H 2.6061 -3.3365 4.0870 0.00 0.12 0.00 0.13
H -0.1751 0.0264 3.6602 0.01 -0.10 0.02 0.09
H -0.5321 1.7354 1.9279 -0.03 -0.15 0.01 0.11
H -1.5898 1.1320 -0.2284 0.05 -0.13 0.10 0.08
H -2.3074 -1.2104 -0.6443 0.02 0.00 0.11 0.08
H -1.9414 -2.9445 1.0749 0.10 0.11 0.15 0.11
H -1.1611 -5.5494 4.7505 -0.13 0.79 -0.63 0.17
C 1.7046 1.3216 -5.3493 -0.20 0.28 0.42 -0.06
N 1.6533 1.5010 -3.8984 0.51 -0.29 -1.31 0.04
C 0.5958 1.5580 -3.0765 -0.19 0.34 1.11 -0.46
O 0.8063 1.5960 -1.8711 -0.59 -0.04 -0.13 0.05
C -0.8689 1.5670 -3.5715 0.01 -0.05 -0.43 -0.22
C -1.4185 0.1322 -3.5858 -0.20 0.36 0.09 -0.19
C -2.9309 0.0356 -3.8345 0.37 0.11 -0.06 -0.49
S -3.9968 0.7738 -2.5619 0.02 0.04 0.01 0.81
C -4.2636 2.4430 -3.2245 0.26 -0.14 -0.17 -0.39
N -1.1108 2.2113 -4.8737 0.04 -1.59 0.62 0.09
C -0.9668 3.5183 -5.0879 0.28 1.86 0.02 -0.58
C -1.2651 4.0101 -6.4845 0.03 -0.05 0.07 0.00
O -0.6132 4.3056 -4.2241 0.01 -0.40 0.23 0.07
H 1.5171 2.2745 -5.8481 0.00 -0.11 -0.19 0.07
H 0.9676 0.5838 -5.6696 0.10 0.05 -0.08 0.07
H 2.6972 0.9684 -5.6357 -0.14 0.00 0.12 0.09
H 2.5352 1.5514 -3.4107 -0.15 -0.02 0.06 0.14
H -1.4181 2.1241 -2.8126 0.22 0.09 0.09 0.13
H -0.9024 -0.4382 -4.3590 0.08 -0.17 -0.11 0.11
H -1.1989 -0.3363 -2.6263 0.18 0.09 0.01 0.10
H -3.1741 0.4766 -4.8009 -0.23 -0.01 -0.05 0.07
H -3.1788 -1.0251 -3.8895 -0.18 0.06 0.03 0.07
H -4.9380 2.9864 -2.5623 0.04 -0.19 0.03 0.04
H -4.7129 2.3761 -4.2152 -0.04 0.05 0.02 0.04
H -3.3224 2.9860 -3.2864 -0.06 0.10 0.00 0.02
H -1.4148 1.6373 -5.6409 0.04 -0.07 -0.03 0.14
H -1.0432 5.0757 -6.5352 -0.03 -0.17 0.05 0.09
H -0.6449 3.4762 -7.2011 -0.07 -0.05 -0.22 0.08
H -2.3178 3.8485 -6.7065 -0.07 -0.04 -0.20 0.08
```
Positions in Å, forces in eV/Å.



Density functional theory data (the ωB97M-V functional and the def2-TZVPD basis) for a molecular structure, C25H2Cl86N2 at a distorted geometry.

```
115
Properties=species:S:1:pos:R:3:forces:R:3:lowdin_charge:R:1
N -2.9159 -3.0095 -2.4502 -3.09 1.61 -0.75 0.19
C -1.8653 -3.3872 -2.3369 4.07 -2.99 1.52 -0.22
C -0.6337 -4.1574 -1.8605 -0.42 2.02 -0.21 -0.22
C -0.7197 -4.4278 -0.3235 0.96 0.04 0.46 -1.11
Cl 0.7532 -5.4221 0.0975 -0.53 0.60 0.02 0.60
Cl -2.1572 -5.3753 0.1612 0.41 0.69 -0.20 0.67
C -0.6091 -3.1057 0.4222 -1.21 -1.86 -2.80 -0.43
N -0.7802 -2.0170 0.7206 0.12 1.13 -1.01 0.12
H 0.2100 -3.4356 -1.9839 -0.30 -0.80 -0.02 0.11
H -0.4448 -5.0660 -2.4522 -0.40 0.43 0.43 0.05
C -5.9075 -1.5739 -4.2243 0.07 -0.01 0.14 -2.02
Cl -7.4324 -1.1715 -5.0324 0.09 -0.02 0.08 0.51
Cl -5.0786 -0.0813 -3.7508 -0.06 -0.11 -0.07 0.51
Cl -6.2429 -2.5451 -2.7843 -0.06 0.20 -0.36 0.48
Cl -4.8726 -2.4968 -5.3311 -0.04 0.03 0.13 0.49
C 2.7364 -0.1267 -1.2090 -0.10 0.32 -0.12 -2.00
Cl 1.3730 0.6944 -0.4187 -0.02 -0.08 -0.65 0.50
Cl 2.6959 -1.8625 -0.8308 -0.04 0.03 0.01 0.52
Cl 2.6150 0.1009 -2.9598 -0.02 -0.17 0.53 0.47
Cl 4.2621 0.5633 -0.6423 -0.14 -0.06 -0.20 0.50
C 2.7117 -7.8921 -2.8123 0.04 -0.08 -0.02 -2.02
Cl 3.5935 -7.6777 -1.2915 -0.09 0.01 -0.10 0.53
Cl 1.3823 -6.7203 -2.8907 0.24 -0.24 -0.25 0.52
Cl 3.8101 -7.6287 -4.1743 -0.11 -0.01 0.13 0.54
Cl 2.0566 -9.5345 -2.8901 0.20 0.37 -0.01 0.49
C 2.9409 0.6215 3.7019 -0.07 -0.19 0.05 -1.97
Cl 2.6365 -0.1808 2.1516 0.11 -0.05 0.96 0.49
Cl 3.0920 2.3676 3.4379 -0.04 -0.13 -0.04 0.53
Cl 1.6007 0.3058 4.8202 0.22 0.10 -0.40 0.48
Cl 4.4528 -0.0090 4.3983 -0.24 -0.14 -0.07 0.47
C -1.0603 -2.8454 4.4658 0.28 -0.15 0.11 -1.97
Cl -1.8563 -1.2700 4.5245 0.09 -0.27 0.00 0.49
Cl 0.1181 -2.9778 5.7913 -0.10 0.05 -0.02 0.51
Cl -2.2624 -4.1365 4.6249 0.15 0.06 0.04 0.52
Cl -0.2479 -2.9788 2.8984 0.08 -0.38 2.64 0.64
C 7.5741 1.7932 1.1325 -0.11 -0.09 -0.09 -2.00
Cl 8.6379 0.5149 0.5227 -0.07 0.10 0.05 0.53
Cl 6.8535 2.6615 -0.2362 0.02 -0.60 0.07 0.48
Cl 6.2882 1.0743 2.1146 0.33 0.14 -0.11 0.49
Cl 8.5161 2.9160 2.1293 -0.03 -0.13 -0.04 0.52
C 4.4448 1.4066 8.0149 0.04 -0.09 0.05 -1.98
Cl 6.0283 0.6291 8.1534 -0.22 0.17 0.02 0.50
Cl 4.4475 2.4810 6.5906 0.36 -0.94 0.16 0.45
Cl 3.1950 0.1701 7.8212 0.13 0.14 0.10 0.51
Cl 4.1180 2.3423 9.4808 0.08 -0.24 -0.03 0.53
C 6.5869 6.8535 -0.1966 0.04 0.05 0.07 -2.02
Cl 7.6067 5.5444 0.4194 -0.04 0.74 0.01 0.48
Cl 6.4349 6.7035 -1.9572 0.01 0.00 0.10 0.51
Cl 4.9815 6.7470 0.5450 0.11 -0.02 -0.07 0.53
Cl 7.3202 8.4163 0.2017 -0.16 -0.27 -0.09 0.49
C -5.6957 -1.6589 3.7008 -0.01 -0.05 -0.08 -2.02
Cl -7.2312 -1.3338 2.8806 0.12 -0.01 0.06 0.53
Cl -4.9445 -0.1230 4.1720 -0.19 -0.21 -0.03 0.47
Cl -5.9921 -2.6376 5.1465 0.06 0.09 -0.11 0.53
Cl -4.6187 -2.5341 2.6020 -0.15 0.11 -0.01 0.50
C -1.0359 2.2322 7.0539 0.15 0.07 -0.02 -2.01
Cl -1.9169 2.6295 5.5695 0.18 -0.13 0.19 0.50
Cl 0.4867 3.1346 7.0992 -0.12 -0.11 -0.02 0.50
Cl -2.0253 2.6686 8.4569 0.06 -0.04 -0.11 0.54
Cl -0.6878 0.4966 7.0925 -0.10 0.15 0.22 0.48
C 8.6849 12.1345 1.4283 -0.01 0.05 0.02 -2.04
Cl 9.4211 10.5441 1.1686 0.07 0.25 0.07 0.49
Cl 7.1939 11.9463 2.3647 0.12 0.00 -0.08 0.52
Cl 9.8142 13.1701 2.3159 -0.09 -0.09 -0.07 0.52
Cl 8.3104 12.8730 -0.1368 0.03 -0.07 0.12 0.52
C 1.9914 -13.9625 -3.5308 0.06 -0.06 -0.03 -2.04
Cl 0.9098 -15.3331 -3.2392 0.08 0.13 -0.02 0.52
Cl 3.4841 -14.1792 -2.6038 -0.13 0.03 -0.07 0.52
Cl 2.3755 -13.8688 -5.2565 -0.04 0.01 0.15 0.52
Cl 1.1940 -12.4635 -3.0220 -0.09 -0.34 -0.02 0.48
C 3.0504 3.5273 -4.9519 0.02 0.00 0.04 -2.03
Cl 3.7753 1.9542 -5.3320 0.11 0.30 -0.08 0.48
Cl 1.5742 3.2928 -4.0029 0.12 0.07 -0.08 0.51
Cl 4.2023 4.4959 -4.0171 -0.09 -0.09 -0.05 0.51
Cl 2.6534 4.3703 -6.4585 0.02 -0.08 0.10 0.53
C -5.1227 4.7472 4.1466 0.02 0.09 -0.01 -2.02
Cl -4.8227 3.0022 4.1812 -0.22 0.28 -0.09 0.45
Cl -6.8681 5.0435 4.1432 0.15 -0.02 0.01 0.52
Cl -4.3981 5.5054 5.5740 -0.05 -0.08 -0.11 0.53
Cl -4.4023 5.4308 2.6813 -0.04 0.03 0.20 0.51
C -6.4952 3.4168 -0.1815 0.01 -0.05 -0.02 -2.04
Cl -6.8917 2.5898 -1.6970 0.03 0.06 0.12 0.51
Cl -6.3556 5.1581 -0.4779 -0.02 -0.12 0.01 0.51
Cl -7.7756 3.1204 1.0055 0.11 0.01 -0.08 0.51
Cl -4.9596 2.7967 0.4431 -0.13 -0.04 -0.12 0.50
C 0.6992 -0.9855 -6.2954 0.00 -0.03 -0.06 -2.03
Cl 0.3899 -1.7675 -7.8547 0.03 0.04 0.13 0.53
Cl 0.7668 0.7665 -6.5210 -0.07 -0.20 0.00 0.51
Cl -0.6045 -1.3837 -5.1673 0.04 0.01 0.00 0.52
Cl 2.2437 -1.5717 -5.6389 -0.19 -0.01 -0.31 0.49
C -6.9904 -0.3977 -9.2978 -0.01 -0.07 0.03 -2.03
Cl -7.5190 1.0501 -8.4259 0.04 -0.11 -0.08 0.52
Cl -8.4035 -1.3754 -9.7297 0.15 0.02 0.15 0.50
Cl -6.1259 0.0835 -10.7716 -0.03 -0.04 0.12 0.50
Cl -5.9115 -1.3466 -8.2657 -0.11 0.15 -0.19 0.50
C -8.6575 -5.0834 -0.3612 -0.04 0.01 -0.03 -2.04
Cl -9.5560 -4.6315 -1.8182 0.09 -0.03 0.12 0.52
Cl -7.0946 -4.2511 -0.3518 -0.11 -0.17 0.24 0.48
Cl -9.5830 -4.6146 1.0740 0.09 -0.03 -0.10 0.52
Cl -8.3937 -6.8347 -0.3482 -0.02 0.14 0.00 0.52
C 9.3343 -1.1557 6.5616 0.02 -0.03 -0.07 -2.04
Cl 9.8391 -2.7242 7.2097 -0.05 0.13 -0.05 0.53
Cl 9.4147 0.0653 7.8429 0.01 -0.09 -0.09 0.51
Cl 10.4110 -0.6898 5.2353 -0.10 -0.02 0.11 0.52
Cl 7.6731 -1.2735 5.9586 0.21 -0.08 -0.05 0.49
C 2.7068 6.3803 7.8619 -0.01 0.02 0.09 -2.01
Cl 3.4058 4.7762 7.5569 -0.54 1.36 0.06 0.42
Cl 1.2133 6.2105 8.8005 0.13 0.04 -0.05 0.51
Cl 3.8652 7.3659 8.7721 -0.08 -0.07 -0.07 0.52
Cl 2.3462 7.1692 6.3169 0.02 -0.07 0.11 0.52
C -10.6674 0.4479 -12.9932 0.04 0.03 -0.01 -2.04
Cl -8.9636 0.5153 -12.5196 -0.21 0.07 -0.16 0.48
Cl -10.9951 -1.0942 -13.8010 0.02 0.11 0.06 0.52
Cl -11.6852 0.5864 -11.5501 0.08 -0.02 -0.10 0.52
Cl -11.0282 1.7827 -14.1007 0.01 -0.10 0.08 0.52
```
Positions in Å, forces in eV/Å.



Density functional theory data (the ωB97M-V functional and the def2-TZVPD basis) for a molecular structure, C25H30AsBrN3O4PReS4.

```
70
Properties=species:S:1:pos:R:3:forces:R:3:lowdin_charge:R:1
Re 0.9680 0.9772 -0.2585 -0.24 -0.32 -0.16 1.22
S 2.9934 4.6393 -3.3751 0.02 0.03 0.00 0.27
As 1.8199 3.0906 -2.4745 0.24 0.01 0.20 0.00
S 2.5481 1.0801 -2.0476 -0.12 0.14 0.04 0.38
S 0.8669 3.2275 -0.4589 0.02 0.09 -0.03 0.34
S 1.1965 3.8802 -4.3580 -0.11 -0.03 0.03 0.27
C -0.7947 1.4635 3.7752 0.00 0.02 -0.04 0.02
C -0.3659 1.7166 2.4703 -0.03 -0.03 0.05 -0.09
N 0.4058 0.8633 1.8114 0.07 0.06 -0.21 -0.11
C 0.7600 -0.3126 2.3959 -0.02 0.10 0.05 -0.15
C 0.3851 -0.6356 3.7005 -0.03 -0.03 0.07 -0.10
C -0.4133 0.2970 4.3932 0.01 -0.02 0.01 0.07
C 0.8177 -1.8822 4.2664 0.00 0.02 -0.03 0.04
C 1.5710 -2.7412 3.5446 -0.01 0.03 -0.02 0.04
C 1.9493 -2.4309 2.1943 0.01 -0.06 0.05 -0.10
C 2.7170 -3.2961 1.3882 0.00 -0.01 0.01 0.07
C 3.0186 -2.9370 0.0975 -0.01 0.04 -0.01 0.02
C 2.5652 -1.7130 -0.3945 0.00 -0.04 0.03 -0.08
N 1.8554 -0.8706 0.3514 -0.14 0.10 -0.13 -0.05
C 1.5423 -1.2220 1.6325 0.08 -0.02 -0.02 -0.13
H -1.4148 2.1912 4.2792 0.00 0.00 0.00 0.14
H -0.6398 2.6323 1.9613 -0.01 0.00 -0.01 0.11
H -0.7251 0.0842 5.4085 -0.01 0.01 0.00 0.15
H 0.5281 -2.1191 5.2817 0.00 0.00 0.00 0.14
H 1.8973 -3.6814 3.9696 0.00 0.00 0.00 0.14
H 3.0585 -4.2413 1.7925 0.00 0.00 -0.01 0.15
H 3.5972 -3.5817 -0.5486 0.00 0.00 0.00 0.14
H 2.7748 -1.4205 -1.4144 -0.01 0.00 -0.01 0.09
Br 6.9731 1.7576 0.2391 0.04 0.00 -0.02 0.89
C 5.3372 1.9005 1.1308 -0.01 -0.02 -0.04 -0.66
C 5.2534 2.3953 2.4201 0.00 0.01 0.01 -0.04
C 3.9958 2.4450 2.9924 -0.03 0.00 0.03 0.00
C 2.8909 2.0225 2.2811 -0.01 0.21 -0.04 -0.11
N 2.9590 1.5489 1.0201 0.00 0.13 -0.13 -0.07
C 4.1867 1.4966 0.4734 0.01 -0.28 0.14 -0.22
H 6.1344 2.7284 2.9523 0.00 -0.01 0.00 0.13
H 3.8548 2.8225 3.9957 0.01 0.00 0.00 0.13
H 1.9288 2.1080 2.7499 0.03 0.03 -0.04 0.10
H 4.2899 1.1005 -0.5209 0.00 0.01 0.02 0.01
C -2.6581 -2.2803 -3.7290 0.01 -0.01 0.00 0.00
C -1.8534 -2.6351 -2.5018 0.04 0.04 0.04 -0.53
C -0.8558 -3.7395 -2.7555 -0.02 0.00 0.00 -0.01
C -2.6895 -2.8687 -1.2642 -0.02 -0.01 -0.03 -0.01
O -0.9284 -1.4207 -2.1997 -0.03 -0.08 -0.12 -0.12
P -1.2070 -0.0338 -1.6523 -0.10 -0.11 0.31 0.33
O -0.7700 0.0684 -0.1195 0.23 -0.22 0.06 -0.34
O -0.0953 0.9459 -2.0885 0.16 0.23 0.04 -0.52
O -2.6478 0.3576 -1.8836 -0.08 0.07 -0.13 -0.12
C -3.5887 1.5057 -1.4596 0.09 -0.11 0.00 -0.53
C -4.2523 1.0121 -0.1951 -0.02 0.04 -0.01 0.00
C -4.5358 1.6284 -2.6273 -0.03 0.04 0.02 0.00
C -2.7450 2.7403 -1.2471 -0.01 0.00 -0.01 -0.03
H -3.2558 -3.1480 -4.0101 0.00 -0.01 0.00 0.12
H -2.0053 -2.0378 -4.5668 0.00 0.00 0.00 0.11
H -3.3386 -1.4525 -3.5411 -0.01 0.01 0.00 0.08
H -1.3978 -4.6479 -3.0184 0.00 0.00 0.00 0.11
H -0.2629 -3.9439 -1.8638 0.01 0.00 0.00 0.09
H -0.1971 -3.4859 -3.5847 0.00 0.00 0.00 0.10
H -3.2724 -3.7789 -1.4061 -0.01 0.00 0.00 0.11
H -3.3910 -2.0525 -1.0896 0.01 -0.01 0.00 0.08
H -2.0582 -3.0100 -0.3860 0.00 0.00 0.00 0.10
H -4.8491 0.1218 -0.3870 0.02 -0.01 0.01 0.10
H -4.9201 1.7898 0.1771 -0.01 -0.01 0.00 0.11
H -3.5138 0.7945 0.5785 0.00 0.00 0.01 0.08
H -5.0585 0.6898 -2.8042 0.00 0.00 -0.01 0.10
H -4.0114 1.9284 -3.5336 0.00 -0.01 0.00 0.10
H -5.2806 2.3903 -2.3945 0.00 0.00 0.00 0.11
H -2.0540 2.6030 -0.4127 0.00 0.01 0.01 0.04
H -3.4019 3.5748 -1.0018 -0.01 0.00 0.00 0.12
H -2.1915 3.0012 -2.1499 0.01 0.00 0.01 0.10
```
Positions in Å, forces in eV/Å.

Net charge = +3



Record order is preserved below.
LUMO level: 0.354, -0.154, -10.845 eV